<i>
C5H9N2 | ωB97M-V with the def2-TZVPD basis set

Geometry (Å):
C 1.183 1.350 -0.254
C 1.253 -1.094 0.452
C 0.243 0.317 0.362
C -2.323 -0.280 -0.022
C -0.893 -0.015 -0.435
N 2.384 -0.543 -0.023
N 2.580 0.535 -0.353
H 1.419 2.116 0.583
H 1.441 -1.441 1.488
H 0.868 -1.878 -0.142
H 0.002 0.652 1.356
H -2.631 -0.446 1.017
H -2.644 -1.335 -0.451
H -2.996 0.252 -0.746
H 0.965 1.918 -1.210
H -0.852 -0.109 -1.622

Values from the calculation:
Total charge = +1


<ii>
C5H9N2 | ωB97M-V with the def2-TZVPD basis set

Geometry (Å):
C 0.188 1.458 0.044
C -1.987 0.896 -0.407
C 0.009 -0.761 -0.429
C -1.439 -0.479 -0.523
C 2.193 0.247 0.009
N 0.772 0.372 -0.067
N -2.225 -0.098 0.725
H 0.248 -1.488 0.324
H 0.527 -1.085 -1.402
H 0.921 2.280 0.031
H -2.059 -1.121 -1.149
H 2.357 -0.871 -0.294
H 2.904 0.828 -0.499
H 2.517 0.253 1.145
H -1.750 0.029 1.623
H -3.176 -0.462 0.868

Values from the calculation:
Total charge = +1


<iii>
C5H9N2 | ωB97M-V with the def2-TZVPD basis set

Geometry (Å):
C 2.275 0.169 0.160
C 0.759 0.086 0.412
C -0.132 1.025 -0.366
C -0.320 -0.445 -0.513
C -1.415 -1.171 0.136
N -2.541 -0.252 -0.022
N -3.055 0.760 -0.065
H 3.045 -0.464 0.699
H 2.532 1.253 0.495
H 2.391 0.316 -0.925
H 0.658 0.136 1.500
H 0.242 1.487 -1.297
H -0.989 1.440 0.228
H -0.102 -1.002 -1.482
H -1.873 -2.092 -0.177
H -1.477 -1.245 1.218

Values from the calculation:
Total charge = +1
SMILES = C[C@H]1C[C@@H]1C[N+]#N


<iv>
C5H9N2 | ωB97M-V with the def2-TZVPD basis set

Geometry (Å):
C 0.383 -1.415 -1.774
C 0.485 -0.568 -0.761
C 1.417 0.578 -0.587
C 1.280 1.285 0.572
N 0.192 0.676 1.345
C -0.437 -0.469 0.403
N -1.796 -0.146 0.085
H -0.518 -1.991 -1.608
H 1.168 -1.321 -2.553
H 2.222 0.831 -1.325
H 1.879 2.160 0.840
H 0.468 0.353 2.288
H -0.565 1.322 1.461
H -0.279 -1.396 0.859
H -2.418 0.050 0.952
H -1.871 0.588 -0.613

Values from the calculation:
Total charge = +1
SMILES = C=C1C=C[NH2+][C@H]1N


Relative energies, eV: <i> 3.125; <ii> 4.874; <iii> 2.035; <iv> 0.000.


<i>
C5H9N2 | ωB97M-V with the def2-TZVPD basis set

Geometry (Å):
C 0.508 1.422 0.025
C -0.705 0.359 0.005
C 1.241 -0.467 -0.971
C 1.164 -0.579 1.030
C -2.106 0.416 -0.138
N 1.606 0.467 0.048
N 0.144 -0.970 0.025
H 0.342 2.463 0.278
H 0.710 -0.080 -1.920
H 2.074 -1.194 -1.252
H 1.971 -1.243 1.161
H 0.681 -0.140 2.005
H -2.288 1.451 0.238
H -2.500 -0.233 0.665
H -2.392 0.133 -1.257
H -0.450 -1.804 0.058

Values from the calculation:
Total charge = +1


<ii>
C5H9N2 | ωB97M-V with the def2-TZVPD basis set

Geometry (Å):
C 0.081 0.557 -1.077
C -1.307 0.645 1.015
C -1.112 -1.774 1.842
C -0.443 -0.602 2.019
C 1.902 0.734 -2.788
N -0.617 0.837 -0.108
N 0.693 0.376 -2.100
H -2.298 0.366 0.881
H -1.098 1.578 1.682
H -0.691 -2.386 1.085
H -2.001 -2.192 2.310
H 0.480 -0.634 1.460
H -0.525 -0.016 2.948
H 1.785 0.784 -3.908
H 2.835 0.050 -2.835
H 2.315 1.677 -2.425

Values from the calculation:
Total charge = +1


Relative energies, eV: <i> 0.958; <ii> 0.000.


<i>
C5H9N2 | ωB97M-V with the def2-TZVPD basis set

Geometry (Å):
H -3.263 -1.826 -0.156
N -2.374 -1.347 -0.326
C -2.141 -0.110 -0.080
C -0.916 0.793 -0.270
C 0.066 1.266 0.797
C 0.691 0.588 -0.431
N 1.676 -0.546 -0.462
C 2.182 -1.322 0.406
H -3.012 0.639 0.125
H -1.218 1.498 -1.081
H 0.309 2.281 0.770
H 0.094 0.766 1.722
H 1.090 1.241 -1.274
H 1.861 -0.732 -1.511
H 2.963 -2.072 0.281
H 1.990 -1.117 1.491

Values from the calculation:
Total charge = +1
SMILES = [H]/N=C/[C@H]1C[C@H]1[NH+]=C


<ii>
C5H9N2 | ωB97M-V with the def2-TZVPD basis set

Geometry (Å):
C 0.773 0.851 -1.727
N 0.887 0.385 -0.321
C 0.484 -1.077 -0.176
N -0.458 -0.891 0.968
C 0.038 0.122 1.968
C -0.307 0.660 0.657
C -1.548 -0.071 0.430
H 1.135 1.900 -1.798
H 1.474 0.328 -2.286
H -0.143 0.733 -2.282
H -0.076 -1.434 -1.116
H 1.289 -1.837 0.080
H 1.176 0.008 2.000
H -0.553 0.360 2.908
H -2.198 0.130 1.252
H -1.973 -0.167 -0.556

Values from the calculation:
Total charge = +1
SMILES = CN1C[N@+]23C[C@@]12C3


Relative energies, eV: <i> 0.000; <ii> 1.249.


<i>
C5H9N2 | ωB97M-V with the def2-TZVPD basis set

Geometry (Å):
C -2.040 0.873 0.478
C -0.814 -1.045 -0.204
C -0.631 0.327 -0.798
C 1.492 0.787 -1.898
C 0.137 0.311 1.790
N -1.936 0.945 -0.750
N -0.746 0.128 0.713
H -2.717 1.177 1.349
H -1.809 -1.329 -0.431
H -0.090 -1.805 -0.091
H 1.644 0.380 -0.917
H 1.616 1.883 -2.120
H 1.323 0.175 -2.770
H 1.079 -0.251 1.649
H 0.304 1.412 2.020
H -0.197 -0.081 2.698

Values from the calculation:
Total charge = +1


<ii>
C5H9N2 | ωB97M-V with the def2-TZVPD basis set

Geometry (Å):
C 1.637 0.333 0.501
C 0.141 0.348 0.466
C -0.495 1.042 -0.724
C -0.622 -0.429 -0.466
C -1.969 -1.087 -0.174
N -2.856 -0.136 0.257
N -3.224 0.850 0.439
H 1.879 -0.142 1.443
H 1.960 1.369 0.492
H 2.161 -0.158 -0.410
H -0.101 0.382 1.532
H 0.224 1.426 -1.507
H -1.363 1.649 -0.401
H -0.147 -0.994 -1.229
H -2.474 -1.652 -0.996
H -1.913 -1.833 0.665

Values from the calculation:
Total charge = +1
SMILES = C[C@H]1C[C@@H]1C[N+]#N


<iii>
C5H9N2 | ωB97M-V with the def2-TZVPD basis set

Geometry (Å):
C 3.501 0.646 -0.040
C 2.306 -0.099 -0.034
N 1.268 -0.618 -0.033
N 0.340 -1.481 -0.073
C -0.898 -1.225 0.084
C -1.493 0.096 0.346
C -2.872 0.257 -0.291
H 3.962 0.626 0.951
H 3.295 1.686 -0.311
H 4.211 0.218 -0.751
H -1.545 -2.093 0.015
H -0.822 0.902 0.037
H -1.613 0.172 1.434
H -3.288 1.217 -0.002
H -3.546 -0.528 0.041
H -2.807 0.225 -1.375

Values from the calculation:
Total charge = +1
SMILES = CC#[N+]/N=C\CC


Relative energies, eV: <i> 4.769; <ii> 0.993; <iii> 0.000.


<i>
C39H33Cl2N3O5STeZr | ωB97M-V with the def2-TZVPD basis set

Geometry (Å):
Zr 0.949 0.812 -1.160
N 2.504 -0.944 -0.449
C 3.137 -1.658 -1.561
C 3.208 -0.707 -2.739
O 3.577 -1.123 -3.829
N 2.816 0.551 -2.424
C 2.877 1.483 -3.548
C 1.686 2.410 -3.444
O 1.720 3.585 -3.710
O 0.604 1.763 -3.009
H 3.180 -0.293 -0.055
H 2.224 -1.552 0.314
H 2.527 -2.513 -1.851
H 4.137 -2.028 -1.329
H 2.800 0.948 -4.499
H 3.798 2.063 -3.569
Cl 2.778 2.711 -0.269
C 1.962 4.255 -0.140
C 2.767 5.368 -0.014
C 2.175 6.609 0.123
C 0.792 6.704 0.135
C 0.012 5.570 -0.002
Cl -1.708 5.750 0.030
C 0.568 4.286 -0.158
S -0.436 2.876 -0.276
H 3.843 5.256 -0.025
H 2.785 7.497 0.217
H 0.304 7.663 0.243
C -1.035 -3.956 3.951
C -0.560 -2.774 3.141
C 0.557 -2.032 3.518
C 0.992 -0.934 2.796
C 2.235 -0.216 3.238
O 3.198 -0.867 3.593
C 2.263 1.277 3.258
C 1.107 2.047 3.166
C 1.187 3.430 3.169
C 2.424 4.055 3.263
C 3.582 3.293 3.367
C 3.500 1.910 3.369
C 0.343 -0.580 1.598
O 0.788 0.398 0.869
C -0.810 -1.304 1.210
C -1.238 -2.377 2.003
C -1.625 -0.862 0.071
N -1.189 -0.118 -0.894
C -2.139 0.364 -1.922
C -1.767 -0.015 -3.368
Te -0.004 -1.206 -3.617
C -0.853 -2.999 -2.866
C -0.416 -3.536 -1.659
C -0.959 -4.720 -1.178
C -1.952 -5.371 -1.898
C -2.397 -4.836 -3.102
C -1.845 -3.657 -3.586
C -3.071 -1.260 0.146
C -3.574 -2.329 -0.584
C -4.914 -2.674 -0.472
C -5.754 -1.951 0.363
C -5.249 -0.883 1.094
C -3.909 -0.542 0.993
H -0.380 -4.132 4.804
H -1.052 -4.867 3.349
H -2.045 -3.795 4.331
H 1.115 -2.310 4.406
H 0.140 1.570 3.075
H 0.285 4.020 3.076
H 2.485 5.136 3.246
H 4.547 3.779 3.441
H 4.389 1.297 3.447
H -2.129 -2.922 1.712
H -2.159 1.452 -1.841
H -3.139 0.003 -1.711
H -1.546 0.874 -3.954
H -2.579 -0.552 -3.853
H 0.336 -3.016 -1.076
H -0.613 -5.127 -0.236
H -2.377 -6.294 -1.524
H -3.169 -5.340 -3.670
H -2.185 -3.253 -4.533
H -2.919 -2.890 -1.238
H -5.299 -3.510 -1.043
H -6.799 -2.219 0.446
H -5.899 -0.315 1.747
H -3.508 0.287 1.566


<ii>
C39H33Cl2N3O5STeZr | ωB97M-V with the def2-TZVPD basis set

Geometry (Å):
Zr 0.153 0.593 -0.979
N 0.770 -1.483 -0.082
C 2.232 -1.682 -0.119
C 2.927 -0.345 0.110
O 4.043 -0.285 0.588
N 2.152 0.708 -0.268
C 2.641 2.038 0.047
C 1.457 2.970 0.276
O 1.585 4.104 0.659
O 0.289 2.410 -0.013
H 0.436 -1.432 0.879
H 0.274 -2.258 -0.513
H 2.503 -2.043 -1.113
H 2.580 -2.400 0.621
H 3.230 2.460 -0.776
H 3.285 2.037 0.926
Cl 1.387 1.929 -3.199
C 0.298 1.399 -4.469
C 0.080 2.274 -5.515
C -0.790 1.905 -6.526
C -1.428 0.677 -6.464
C -1.186 -0.179 -5.404
Cl -2.021 -1.698 -5.386
C -0.308 0.144 -4.362
S 0.003 -0.974 -3.035
H 0.585 3.230 -5.529
H -0.973 2.573 -7.357
H -2.119 0.370 -7.237
C -5.831 2.931 2.139
C -4.678 2.158 1.555
C -4.251 2.352 0.263
C -3.154 1.645 -0.272
C -2.695 1.894 -1.629
O -1.516 1.679 -1.973
C -3.603 2.403 -2.682
C -3.066 3.213 -3.681
C -3.870 3.653 -4.718
C -5.202 3.264 -4.777
C -5.733 2.437 -3.797
C -4.939 2.011 -2.744
C -2.471 0.724 0.546
O -1.446 0.007 0.122
C -2.911 0.517 1.861
C -3.995 1.216 2.339
C -2.163 -0.471 2.701
N -1.079 -0.204 3.303
C -0.485 1.123 3.187
C -1.074 2.160 4.136
Te -1.173 1.598 6.209
C -3.143 0.843 6.092
C -3.365 -0.517 5.906
C -4.657 -1.005 5.761
C -5.738 -0.136 5.817
C -5.525 1.220 6.023
C -4.232 1.710 6.158
C -2.728 -1.848 2.800
C -3.908 -2.189 2.147
C -4.433 -3.470 2.263
C -3.782 -4.420 3.033
C -2.596 -4.089 3.680
C -2.070 -2.815 3.562
H -6.239 3.636 1.416
H -5.517 3.493 3.020
H -6.634 2.262 2.452
H -4.745 3.094 -0.352
H -2.021 3.489 -3.633
H -3.457 4.294 -5.486
H -5.827 3.601 -5.593
H -6.765 2.118 -3.855
H -5.345 1.351 -1.990
H -4.324 1.037 3.359
H -0.568 1.515 2.165
H 0.579 1.018 3.408
H -2.091 2.436 3.863
H -0.462 3.060 4.093
H -2.522 -1.192 5.851
H -4.812 -2.064 5.595
H -6.745 -0.516 5.706
H -6.366 1.900 6.079
H -4.068 2.769 6.317
H -4.426 -1.452 1.547
H -5.353 -3.723 1.750
H -4.192 -5.418 3.126
H -2.081 -4.830 4.278
H -1.150 -2.541 4.061


Relative energies, eV: <i> 1.053; <ii> 0.000.


<i>
C5H9NS2 | ωB97M-V with the def2-TZVPD basis set

Geometry (Å):
C -2.451 -1.352 0.115
C -0.578 0.204 -0.492
C 0.779 0.694 -0.332
C 1.831 -0.388 -0.352
C 1.080 1.110 1.120
H -3.215 -0.561 0.045
H -2.445 -1.993 -0.749
H -2.601 -2.025 0.931
H -0.473 -1.104 0.942
H 0.944 1.493 -1.116
H 1.378 -1.263 -0.717
H 2.779 -0.206 -0.867
H 1.667 2.046 1.156
H 0.151 1.314 1.669
N -1.150 -0.686 0.330
S -1.512 0.792 -1.726
S 1.881 -0.449 1.479


<ii>
C5H9NS2 | ωB97M-V with the def2-TZVPD basis set

Geometry (Å):
C -0.877 0.961 -0.439
C 0.033 0.015 0.369
C 1.423 0.572 0.520
C -0.477 -0.889 1.417
N -0.176 -1.311 0.049
C -0.462 -2.247 -0.788
S -1.462 -3.495 -0.363
S 0.142 -2.072 -2.486
H -0.815 0.742 -1.436
H -0.777 2.085 -0.244
H -1.951 0.672 -0.304
H 1.777 0.840 -0.510
H 2.131 -0.109 0.951
H 1.219 1.466 0.986
H 0.084 -1.146 2.211
H -1.526 -0.820 1.486
H -0.142 -3.414 -2.791

Values from the calculation:
SMILES = CC1(C)CN1C(=S)S


Relative energies, eV: <i> 0.000; <ii> 1.281.


<i>
C5H9NS2 | ωB97M-V with the def2-TZVPD basis set

Geometry (Å):
C -0.276 -0.532 -2.174
C -0.871 -1.196 0.653
C 0.136 -0.097 0.789
C -0.327 1.327 0.388
C 1.198 -0.115 1.898
N 0.270 -1.091 -0.233
S -1.844 -0.648 -2.563
S 1.084 0.186 -2.947
H -0.846 -2.018 1.197
H -1.742 -1.020 0.106
H 0.494 1.805 0.017
H -0.956 1.864 1.258
H -1.019 1.410 -0.382
H 1.615 -1.160 1.903
H 0.703 0.308 2.749
H 1.988 0.368 1.502
H 0.393 0.611 -4.160


<ii>
C5H9NS2 | ωB97M-V with the def2-TZVPD basis set

Geometry (Å):
C -2.142 -0.910 1.197
C -0.930 -1.469 1.104
C 0.353 -0.749 1.298
S 0.392 1.046 1.321
C 0.159 1.664 -0.300
S -0.456 3.156 -0.373
C 0.445 0.750 -1.447
N 1.853 0.864 -1.835
H -2.344 0.022 1.718
H -2.982 -1.483 0.805
H -0.821 -2.479 0.803
H 0.798 -0.990 2.253
H 1.104 -1.085 0.556
H -0.165 1.132 -2.286
H 0.196 -0.286 -1.232
H 2.472 0.624 -1.078
H 2.069 0.192 -2.504

Values from the calculation:
SMILES = C=CCSC(=S)CN


Relative energies, eV: <i> 3.158; <ii> 0.000.


<i>
C5H9NS2 | ωB97M-V with the def2-TZVPD basis set

Geometry (Å):
S -3.066 -0.756 -0.484
C -1.787 -0.574 0.476
C -0.431 -0.120 0.045
C 0.378 -1.384 0.054
S 2.132 -1.028 -0.387
C 0.130 1.019 0.865
C 0.418 1.755 -0.471
N -0.451 0.754 -1.108
H -1.803 -0.722 1.587
H 0.306 -1.829 1.025
H -0.084 -2.104 -0.683
H 2.607 -2.276 -0.462
H 0.955 0.762 1.503
H -0.687 1.519 1.386
H 0.077 2.801 -0.538
H 1.477 1.766 -0.775
H -0.171 0.418 -2.034

Values from the calculation:
SMILES = S=C[C@]1(CS)CCN1


<ii>
C5H9NS2 | ωB97M-V with the def2-TZVPD basis set

Geometry (Å):
N 2.835 -0.788 -0.063
C 1.983 0.382 0.096
C 0.549 0.015 -0.044
C 0.045 -1.233 -0.028
S -1.739 -1.594 0.064
C -2.581 -0.086 -0.425
C -1.972 1.064 0.452
S -0.436 1.493 -0.199
H 3.791 -0.793 0.239
H 2.830 -1.300 -1.038
H 2.149 0.791 1.045
H 2.256 1.397 -0.438
H 0.812 -1.945 0.166
H -2.394 0.135 -1.431
H -3.688 -0.145 -0.282
H -2.653 1.922 0.399
H -1.786 0.686 1.485

Values from the calculation:
SMILES = NCC1=CSCCS1


Relative energies, eV: <i> 0.329; <ii> 0.000.